Entry i
Computed, not measured: 8 unconnected molecules or ions with the total composition H16O8, with the ωB97M-V functional and the def2-TZVPD basis.

The frontier orbital gap is 8.710 eV. The calculation puts the HOMO energy at -8.82 eV. For the lowest unoccupied orbital energy, the calculation gives -0.004 Eh.

Each line ends with the Löwdin charge.
Cartesian coordinates (Å):
O  0.00990  0.01593  -0.76020  0.152
H  0.70341  0.70148  -1.20339  0.163
H  -0.11963  0.47097  0.11741  0.067
H  0.46737  -0.88161  -0.73078  0.068
O  -1.08666  1.27912  1.53926  -0.396
H  -0.59959  1.89684  0.96558  -0.040
O  -1.74667  -1.15894  2.43761  -0.094
H  -1.30036  -0.27864  2.19881  -0.004
H  -1.72188  -1.74462  1.70911  -0.015
O  1.58208  -0.50285  -3.59356  0.074
H  2.07325  -1.15903  -3.28466  -0.031
H  0.90072  -0.85211  -4.03849  -0.011
O  -3.01067  0.26022  0.07048  -0.110
H  -2.38367  0.51672  0.77971  -0.050
H  -3.78419  0.52049  0.55341  0.015
O  1.42170  0.02355  1.96269  -0.083
H  1.23479  -0.38167  2.86143  0.084
H  0.61269  0.48745  1.94270  -0.070
O  0.73501  -2.32031  -0.22095  0.024
H  1.54733  -2.19177  0.17686  0.030
H  0.25728  -3.03159  0.23980  0.109
O  1.40437  2.38170  -1.11554  0.014
H  0.70510  2.97386  -1.34843  0.064
H  2.09831  2.97480  -1.25885  0.040

=====

Entry ii
Computed, not measured: 8 unconnected molecules or ions with the total composition H16O8, with the ωB97M-V functional and the def2-TZVPD basis.

The SMILES is O.O.O.O.O.O.O.O. The frontier orbital gap is 9.956 eV. The calculation puts the HOMO energy at -10.28 eV. For the lowest unoccupied orbital energy, the calculation gives -0.012 Eh.

Each line ends with the Löwdin charge.
Cartesian coordinates (Å):
O  0.48997  -2.42398  -2.10897  -0.053
H  1.19506  -2.99740  -1.80853  0.020
H  0.69972  -1.56880  -1.73360  -0.007
O  -0.76730  -0.02442  -4.03674  -0.055
H  -0.77920  0.91469  -3.85187  0.023
H  -1.15780  -0.42671  -3.26092  0.011
O  2.62906  -1.92044  0.43061  -0.039
H  2.14746  -1.94349  1.25751  0.006
H  3.50340  -2.24020  0.65312  0.037
O  -0.70512  0.52201  3.12640  -0.037
H  -0.41098  -0.22738  2.60859  -0.006
H  -0.95949  0.14634  3.96924  0.050
O  -0.67081  2.49197  0.99120  -0.042
H  -0.93935  1.97097  1.74795  0.019
H  0.01556  3.06802  1.32781  0.071
O  -0.28783  -1.94997  1.68324  -0.032
H  -0.71645  -2.59344  1.11892  0.074
H  -0.04803  -2.44159  2.46876  0.062
O  -0.95857  3.52352  -1.60584  -0.052
H  -0.69721  3.09565  -0.79046  -0.030
H  -0.77938  4.45207  -1.45775  0.028
O  -0.24829  0.13216  -0.62856  -0.034
H  -0.04883  -0.49153  0.06962  -0.007
H  -0.50557  0.93184  -0.16971  -0.008

=====

Entry iii
Computed, not measured: a molecular structure, H16O8, with the ωB97M-V functional and the def2-TZVPD basis.

The frontier orbital gap is 9.166 eV. The calculation puts the HOMO energy at -10.02 eV. For the lowest unoccupied orbital energy, the calculation gives -0.031 Eh.

Each line ends with the Löwdin charge.
Cartesian coordinates (Å):
O  0.15342  -0.35158  0.13271  -0.068
H  0.58442  -0.12958  -0.70629  -0.001
H  0.79642  -0.32958  0.87471  0.022
O  0.14042  2.40642  -2.97029  -0.051
H  0.68642  1.71342  -2.62229  -0.073
H  0.42442  3.21942  -2.55129  0.039
O  -0.37858  -2.53858  3.13571  -0.119
H  0.36242  -1.84058  2.96871  0.051
H  -1.10758  -2.17058  3.73771  0.095
O  1.54042  0.40742  -2.06329  -0.201
H  2.56042  1.00742  -2.33429  0.257
H  1.69742  -0.45958  -2.65929  0.148
O  1.68342  -0.59258  2.46771  -0.020
H  2.14642  0.02642  1.98771  0.014
H  2.46042  -1.20758  2.49571  0.116
O  -2.24358  0.71642  -2.01029  0.011
H  -1.74158  0.51042  -2.65829  -0.098
H  -1.40758  0.79642  -1.49629  0.015
O  -1.11258  2.21642  0.22471  -0.147
H  -0.83558  1.33642  0.70971  0.058
H  -2.10058  2.22042  0.48671  0.085
O  -1.58158  -2.54958  0.70071  -0.015
H  -1.23758  -1.74058  0.53071  -0.077
H  -1.48958  -2.66658  1.61871  -0.041

=====

Entry iv
Computed, not measured: 8 unconnected molecules or ions with the total composition H16O8, with the ωB97M-V functional and the def2-TZVPD basis.

The SMILES is O.O.O.O.O.O.O.O. The frontier orbital gap is 10.222 eV. The calculation puts the HOMO energy at -10.60 eV. For the lowest unoccupied orbital energy, the calculation gives -0.014 Eh.

Each line ends with the Löwdin charge.
Cartesian coordinates (Å):
O  34.10303  8.64809  -0.68282  -0.063
H  34.91879  8.43234  -1.13399  -0.028
H  33.56799  7.89538  -1.01039  0.053
O  35.81681  11.53137  -2.00654  -0.069
H  36.04069  11.78124  -1.08650  0.017
H  36.29274  10.71714  -2.17734  0.019
O  35.60921  14.43902  -1.42835  -0.023
H  35.72949  14.25860  -2.34602  0.007
H  36.20193  13.84954  -0.96673  0.007
O  36.50359  9.50582  -5.06816  -0.070
H  36.13252  10.32647  -5.46178  0.051
H  36.10101  9.45289  -4.18559  0.005
O  34.94552  12.94564  -4.13386  -0.075
H  34.10243  12.44107  -4.11822  0.061
H  35.47800  12.54292  -3.44365  -0.035
O  33.28129  12.62835  -1.30979  -0.052
H  33.20971  13.21125  -0.54868  0.036
H  34.20446  12.57474  -1.52616  -0.050
O  36.73878  8.84503  -1.94601  -0.010
H  37.12529  8.61679  -1.11557  0.062
H  36.82080  7.97175  -2.27265  0.055
O  36.12032  12.13743  0.70188  -0.003
H  35.22367  11.91967  0.80816  0.033
H  36.45106  11.48843  1.32731  0.072

=====

Comparing the structures above, entry ii comes out on top by 43.4 kJ/mol.